A cluster of 11 separate species, C46H82N4O35P6 in total in a non-equilibrium geometry. Source: the Open Molecules 2025 dataset; level of theory: the ωB97M-V functional and the def2-TZVPD basis.

Each atom is followed by the atoms it is bonded to, with distances in Å.
Positions of all 173 atoms, in Å:
1 C 17.703 3.172 31.958  C2 1.529, H8 1.090, H9 1.090, H10 1.090
2 C 16.921 2.297 32.937  C1 1.529, O3 1.414, H11 1.090, H12 1.090
3 O 16.311 3.051 33.966  C2 1.414, C4 1.325
4 C 17.087 3.214 35.027  O3 1.325, O5 1.242, O6 1.317
5 O 18.119 2.593 35.328  C4 1.242
6 O 16.586 4.224 35.709  C4 1.317, C7 1.421
7 C 17.343 4.712 36.808  O6 1.421, H13 1.090, H14 1.090, H15 1.090
8 H 17.145 4.067 31.683  C1 1.090
9 H 17.963 2.678 31.022  C1 1.090
10 H 18.611 3.609 32.373  C1 1.090
11 H 17.548 1.445 33.201  C2 1.090
12 H 16.093 1.990 32.297  C2 1.090
13 H 18.044 4.025 37.282  C7 1.090
14 H 16.781 5.104 37.656  C7 1.090
15 H 17.944 5.515 36.383  C7 1.090
16 C 18.196 -1.900 28.580  C17 1.419, C21 1.411, H25 1.080
17 C 18.294 -1.096 29.746  C16 1.419, C18 1.395, H26 1.080
18 C 17.542 -1.378 30.886  C17 1.395, C19 1.343, H27 1.080
19 C 16.618 -2.350 30.815  C18 1.343, C20 1.414, N22 1.498
20 C 16.427 -3.103 29.633  C19 1.414, C21 1.355, H28 1.080
21 C 17.239 -2.936 28.561  C16 1.411, C20 1.355, H29 1.080
22 N 15.806 -2.756 32.006  C19 1.498, O23 1.292, O24 1.222
23 O 15.979 -2.041 33.069  N22 1.292
24 O 14.949 -3.606 31.820  N22 1.222
25 H 18.694 -1.623 27.663  C16 1.080
26 H 18.914 -0.212 29.740  C17 1.080
27 H 17.609 -0.694 31.719  C18 1.080
28 H 15.583 -3.758 29.476  C20 1.080
29 H 17.056 -3.483 27.648  C21 1.080
30 C 18.574 -1.591 43.657  C31 1.372, C35 1.402, H39 1.080
31 C 19.083 -2.034 44.852  C30 1.372, C32 1.412, H40 1.080
32 C 18.293 -2.636 45.855  C31 1.412, C33 1.431, H41 1.080
33 C 16.871 -2.626 45.690  C32 1.431, C34 1.389, N36 1.487
34 C 16.343 -2.081 44.526  C33 1.389, C35 1.405, H42 1.080
35 C 17.184 -1.658 43.484  C30 1.402, C34 1.405, H43 1.080
36 N 16.089 -3.329 46.742  C33 1.487, O37 1.256, O38 1.221
37 O 14.849 -3.182 46.610  N36 1.256
38 O 16.619 -3.997 47.616  N36 1.221
39 H 19.231 -1.134 42.932  C30 1.080
40 H 20.161 -2.078 44.900  C31 1.080
41 H 18.726 -2.971 46.786  C32 1.080
42 H 15.269 -2.104 44.410  C34 1.080
43 H 16.825 -1.335 42.518  C35 1.080
44 C 23.351 0.188 44.351  C45 1.375, C49 1.374, H53 1.080
45 C 23.469 -1.181 44.416  C44 1.375, C46 1.384, H54 1.080
46 C 22.792 -2.031 43.559  C45 1.384, C47 1.420, H55 1.080
47 C 21.917 -1.500 42.575  C46 1.420, C48 1.393, N50 1.490
48 C 21.693 -0.126 42.602  C47 1.393, C49 1.401, H56 1.080
49 C 22.419 0.692 43.477  C44 1.374, C48 1.401, H57 1.080
50 N 21.386 -2.307 41.441  C47 1.490, O51 1.226, O52 1.277
51 O 20.965 -1.706 40.458  N50 1.226
52 O 21.526 -3.576 41.465  N50 1.277
53 H 23.837 0.855 45.048  C44 1.080
54 H 24.073 -1.716 45.134  C45 1.080
55 H 22.915 -3.101 43.486  C46 1.080
56 H 21.008 0.387 41.943  C48 1.080
57 H 22.292 1.764 43.499  C49 1.080
58 C 12.970 1.620 32.798  C59 1.374, C63 1.364, H67 1.080
59 C 12.615 2.869 33.249  C58 1.374, C60 1.395, H68 1.080
60 C 12.893 3.212 34.572  C59 1.395, C61 1.342, H69 1.080
61 C 13.351 2.311 35.455  C60 1.342, C62 1.422, N64 1.483
62 C 13.809 1.070 34.935  C61 1.422, C63 1.347, H70 1.080
63 C 13.606 0.756 33.641  C58 1.364, C62 1.347, H71 1.080
64 N 13.557 2.645 36.885  C61 1.483, O65 1.265, O66 1.213
65 O 13.713 1.722 37.737  N64 1.265
66 O 13.626 3.812 37.209  N64 1.213
67 H 12.577 1.197 31.886  C58 1.080
68 H 12.055 3.490 32.565  C59 1.080
69 H 12.449 4.166 34.813  C60 1.080
70 H 14.338 0.351 35.542  C62 1.080
71 H 13.986 -0.199 33.309  C63 1.080
72 C 11.692 -2.246 42.160  O73 1.435, H80 1.090, H81 1.090, H82 1.090
73 O 11.662 -0.831 42.399  C72 1.435, P74 1.622
74 P 12.775 -0.113 43.336  O73 1.622, O75 1.488, O76 1.613, O78 1.669
75 O 12.304 1.229 43.774  P74 1.488
76 O 13.090 -1.235 44.452  P74 1.613, C77 1.367
77 C 13.172 -0.841 45.758  O76 1.367, H83 1.090, H84 1.090, H85 1.090
78 O 14.172 -0.145 42.422  P74 1.669, C79 1.402
79 C 14.164 0.374 41.120  O78 1.402, H86 1.090, H87 1.090, H88 1.090
80 H 12.156 -2.810 42.969  C72 1.090
81 H 12.245 -2.402 41.234  C72 1.090
82 H 10.639 -2.501 42.043  C72 1.090
83 H 12.431 -0.080 46.004  C77 1.090
84 H 14.059 -0.471 46.271  C77 1.090
85 H 12.778 -1.566 46.470  C77 1.090
86 H 13.187 0.776 40.850  C79 1.090
87 H 14.388 -0.439 40.430  C79 1.090
88 H 14.992 1.071 41.246  C79 1.090
89 C 18.796 -5.188 42.083  O90 1.404, H97 1.090, H98 1.090, H99 1.090
90 O 19.378 -6.426 42.399  C89 1.404, P91 1.670
91 P 20.027 -7.426 41.229  O90 1.670, O92 1.448, O93 1.623, O95 1.647
92 O 21.117 -6.777 40.533  P91 1.448
93 O 20.464 -8.761 42.043  P91 1.623, C94 1.391
94 C 21.708 -8.806 42.662  O93 1.391, H100 1.090, H101 1.090, H102 1.090
95 O 18.709 -7.867 40.345  P91 1.647, C96 1.447
96 C 18.590 -7.364 38.994  O95 1.447, H103 1.090, H104 1.090, H105 1.090
97 H 17.737 -5.359 41.886  C89 1.090
98 H 19.189 -4.794 41.146  C89 1.090
99 H 18.928 -4.436 42.861  C89 1.090
100 H 21.573 -9.249 43.648  C94 1.090
101 H 22.283 -7.900 42.854  C94 1.090
102 H 22.339 -9.447 42.047  C94 1.090
103 H 19.381 -6.635 38.816  C96 1.090
104 H 17.630 -6.866 38.861  C96 1.090
105 H 18.702 -8.153 38.251  C96 1.090
106 C 20.601 1.324 33.856  O107 1.434, H114 1.090, H115 1.090, H116 1.090
107 O 21.683 0.382 33.843  C106 1.434, P108 1.623
108 P 21.402 -1.192 33.560  O107 1.623, O109 1.487, O110 1.680, O112 1.667
109 O 20.057 -1.588 33.064  P108 1.487
110 O 21.724 -1.948 35.026  P108 1.680, C111 1.376
111 C 20.952 -1.684 36.134  O110 1.376, H117 1.090, H118 1.090, H119 1.090
112 O 22.673 -1.726 32.624  P108 1.667, C113 1.408
113 C 23.948 -1.156 32.806  O112 1.408, H120 1.090, H121 1.090, H122 1.090
114 H 20.443 1.755 32.868  C106 1.090
115 H 20.705 2.116 34.598  C106 1.090
116 H 19.728 0.808 34.256  C106 1.090
117 H 20.090 -1.085 35.839  C111 1.090
118 H 21.531 -1.174 36.904  C111 1.090
119 H 20.558 -2.641 36.475  C111 1.090
120 H 24.015 -0.441 33.626  C113 1.090
121 H 24.244 -0.698 31.862  C113 1.090
122 H 24.725 -1.893 33.010  C113 1.090
123 C 18.279 -4.335 34.073  O124 1.358, H131 1.090, H132 1.090, H133 1.090
124 O 18.901 -5.506 33.781  C123 1.358, P125 1.625
125 P 19.612 -6.304 35.005  O124 1.625, O126 1.481, O127 1.594, O129 1.615
126 O 18.699 -6.515 36.152  P125 1.481
127 O 20.984 -5.552 35.308  P125 1.594, C128 1.420
128 C 21.900 -5.210 34.278  O127 1.420, H134 1.090, H135 1.090, H136 1.090
129 O 20.119 -7.644 34.259  P125 1.615, C130 1.417
130 C 19.266 -8.505 33.524  O129 1.417, H137 1.090, H138 1.090, H139 1.090
131 H 18.414 -3.566 33.312  C123 1.090
132 H 18.602 -3.967 35.047  C123 1.090
133 H 17.216 -4.430 34.293  C123 1.090
134 H 21.325 -5.120 33.357  C128 1.090
135 H 22.545 -6.087 34.218  C128 1.090
136 H 22.494 -4.320 34.488  C128 1.090
137 H 19.479 -8.647 32.465  C130 1.090
138 H 18.230 -8.188 33.646  C130 1.090
139 H 19.336 -9.518 33.921  C130 1.090
140 C 17.070 1.146 38.634  O141 1.405, H148 1.090, H149 1.090, H150 1.090
141 O 17.998 0.091 38.588  C140 1.405, P142 1.632
142 P 17.491 -1.451 38.759  O141 1.632, O143 1.455, O144 1.641, O146 1.633
143 O 17.000 -1.788 40.087  P142 1.455
144 O 16.380 -1.763 37.593  P142 1.641, C145 1.416
145 C 16.730 -1.725 36.221  O144 1.416, H151 1.090, H152 1.090, H153 1.090
146 O 18.887 -2.193 38.355  P142 1.633, C147 1.401
147 C 18.797 -3.591 38.344  O146 1.401, H154 1.090, H155 1.090, H156 1.090
148 H 16.033 0.818 38.699  C140 1.090
149 H 17.150 1.747 37.728  C140 1.090
150 H 17.278 1.870 39.422  C140 1.090
151 H 17.791 -1.628 35.993  C145 1.090
152 H 16.301 -0.807 35.818  C145 1.090
153 H 16.230 -2.540 35.697  C145 1.090
154 H 17.860 -3.973 38.748  C147 1.090
155 H 19.677 -4.037 38.807  C147 1.090
156 H 18.899 -3.909 37.306  C147 1.090
157 C 14.926 -4.242 40.614  O158 1.398, H165 1.090, H166 1.090, H167 1.090
158 O 14.263 -5.378 41.089  C157 1.398, P159 1.658
159 P 14.374 -5.939 42.644  O158 1.658, O160 1.495, O161 1.611, O163 1.621
160 O 14.618 -4.996 43.779  P159 1.495
161 O 12.983 -6.746 42.745  P159 1.611, C162 1.370
162 C 12.830 -7.880 43.499  O161 1.370, H168 1.090, H169 1.090, H170 1.090
163 O 15.554 -7.049 42.581  P159 1.621, C164 1.416
164 C 15.675 -8.053 41.589  O163 1.416, H171 1.090, H172 1.090, H173 1.090
165 H 14.184 -3.632 40.098  C157 1.090
166 H 15.761 -4.383 39.928  C157 1.090
167 H 15.260 -3.686 41.490  C157 1.090
168 H 12.028 -8.400 42.975  C162 1.090
169 H 12.344 -7.584 44.429  C162 1.090
170 H 13.709 -8.508 43.641  C162 1.090
171 H 14.922 -8.832 41.709  C164 1.090
172 H 16.674 -8.489 41.597  C164 1.090
173 H 15.501 -7.674 40.582  C164 1.090

**Orbital gap (spin up / spin down)**: 1.602 / 5.089 eV
**Multiplicity**: 2
**Charge**: -1
**E_LUMO (spin up / spin down)**: 0.04 / 0.04 eV
**Max |F|**: 0.097 Eh/bohr
**<S²>**: 0.764